# 1
This record from the OMol25 dataset describes C36H64AsF6O28 as an isolated structure. The level of theory is wB97M-V/def2-TZVPD.

```
! RIJCOSX wB97M-V def2-TZVPD def2/J DEFGRID3
* xyz -2 2
As 0.61602 0.17847 0.64977
F -0.86188 0.68768 -0.22757
F 0.02960 0.86948 2.18712
F 2.17230 -0.25050 1.51785
F 1.20394 -0.60733 -0.86514
F 1.38568 1.72178 0.14544
F -0.16812 -1.40172 1.05339
C -4.01097 1.33624 0.86492
O -4.42905 0.21604 1.57768
H -3.27115 1.05928 0.11390
H -4.84180 1.84482 0.37586
H -3.59418 2.09930 1.52229
H -3.71534 0.06615 2.20199
C 4.21893 -2.08702 -0.14633
O 5.59836 -1.88605 0.14982
H 3.58628 -2.42290 0.67527
H 3.87620 -1.11523 -0.50169
H 4.02197 -2.80207 -0.94509
H 6.00742 -1.78067 -0.71225
C -2.75041 0.28302 4.49778
O -2.05729 -0.17238 3.35178
H -2.12666 0.33797 5.38997
H -3.13892 1.27290 4.25839
H -3.66493 -0.28014 4.68380
H -1.23072 0.30951 3.27313
C 4.94300 1.44730 2.18916
O 3.92999 0.91285 2.97885
H 5.82693 1.55172 2.81834
H 5.16918 0.75800 1.37564
H 4.68328 2.42535 1.78413
H 3.16580 0.61010 2.48293
C 2.35918 -5.51549 -1.86072
C 0.92458 -4.88627 -1.90120
C 0.69300 -3.42520 -1.51251
O -0.06408 -2.93308 -2.60607
C -0.22991 -3.85143 -3.48232
O -1.00882 -3.69124 -4.40509
O 0.45665 -4.95435 -3.23028
H 3.01586 -5.02727 -2.58079
H 2.32270 -6.57182 -2.12707
H 2.73908 -5.42239 -0.84332
H 0.32785 -5.51535 -1.24069
H 1.72044 -3.06929 -1.43643
H 0.09620 -3.32448 -0.60598
C -4.53699 -3.43077 0.94112
C -2.96771 -3.78198 0.96747
C -2.40746 -3.33679 2.26372
O -1.65796 -4.46198 2.68122
C -1.83327 -5.51007 1.80196
O -1.33921 -6.66835 1.95710
O -2.74329 -5.17524 0.90435
H -5.04019 -3.84796 1.81338
H -4.98464 -3.82505 0.02884
H -4.53925 -2.34096 0.96150
H -2.46840 -3.15245 0.23093
H -3.19225 -3.06798 2.97078
H -1.76116 -2.46305 2.18017
C -1.79515 4.06651 -0.23596
C -2.88253 4.85512 -1.00225
C -2.83253 4.70417 -2.50455
O -4.07448 4.05273 -2.79571
C -4.85032 3.99470 -1.71787
O -6.01242 3.65690 -1.77811
O -4.09186 4.32083 -0.64395
H -1.65729 3.11029 -0.74067
H -2.03607 3.97260 0.82292
H -0.82738 4.54838 -0.37499
H -2.80694 5.91655 -0.76614
H -2.01073 4.10679 -2.89940
H -2.74292 5.66646 -3.00862
C 0.74601 -0.87863 -5.64599
C 2.23572 -1.00220 -5.39150
C 2.71768 -1.09691 -3.94414
O 3.53036 -2.22628 -3.93763
C 3.33413 -2.91898 -4.99624
O 3.83442 -4.01767 -5.28478
O 2.65677 -2.22192 -5.87915
H 0.41198 0.03923 -5.16220
H 0.18370 -1.76556 -5.35398
H 0.64559 -0.61548 -6.69898
H 2.78428 -0.24904 -5.95712
H 1.86736 -1.32486 -3.30142
H 3.21816 -0.22246 -3.52827
C 0.85732 3.56339 4.56266
C 2.04442 3.76521 3.59217
C 1.68628 4.38309 2.23862
O 2.77648 5.30002 2.01691
C 3.41860 5.52780 3.14522
O 4.29910 6.35304 3.28413
O 2.98882 4.64754 4.08783
H 0.18837 2.81427 4.13905
H 0.27392 4.46339 4.75694
H 1.14457 3.24338 5.56424
H 2.48569 2.78426 3.41578
H 0.73574 4.89828 2.37694
H 1.63376 3.66942 1.41640
C -0.54646 -3.74932 5.81713
C 0.69251 -2.81208 5.72958
C 0.89429 -2.12940 4.36117
O 0.83230 -0.71444 4.65315
C 0.63956 -0.52481 5.94224
O 0.61878 0.57090 6.45354
O 0.44474 -1.73129 6.57097
H -0.88645 -3.79063 6.85192
H -0.44794 -4.75602 5.41099
H -1.32216 -3.22809 5.25616
H 1.63573 -3.30871 5.95715
H 0.14596 -2.40882 3.61952
H 1.90603 -2.31045 3.99827
C 3.29932 3.71371 -1.69157
C 2.63505 2.60023 -2.49612
C 1.13103 2.75807 -2.63040
O 0.95647 2.97264 -4.03734
C 2.13167 2.64868 -4.68125
O 2.24867 2.42335 -5.88181
O 3.07022 2.64818 -3.81375
H 4.37628 3.60582 -1.56270
H 2.84460 3.68690 -0.70131
H 3.03521 4.70100 -2.07054
H 2.86826 1.63971 -2.03663
H 0.64485 3.59829 -2.13466
H 0.59692 1.86763 -2.29878
C -3.68030 -1.16023 -1.83560
C -3.64126 0.23897 -2.46298
C -2.23879 0.77890 -2.93765
O -2.47727 1.23878 -4.24023
C -3.74172 1.11702 -4.56099
O -4.33726 1.62724 -5.51857
O -4.33760 0.30262 -3.68125
H -3.07324 -1.83168 -2.44283
H -4.66513 -1.60444 -1.69108
H -3.26356 -1.07226 -0.83227
H -4.09370 0.96018 -1.78236
H -1.42728 0.05720 -2.84430
H -2.00137 1.56070 -2.21618
*
```

Results
DFT total energy (eV): -172849.18011
Expectation value of S²: 0.75
Frontier orbital gap (spin up / spin down) (eV): 3.7 / 9.1
HOMO energy (spin up / spin down) (eV): 0.0 / -5.4

***

# 2
This record from the OMol25 dataset describes a 2-piece molecular cluster, C3H3BrO overall. The level of theory is wB97M-V/def2-TZVPD.

```
! RIJCOSX wB97M-V def2-TZVPD def2/J DEFGRID3
* xyz 0 1
C -1.06720 1.68599 0.38742
C -0.52844 0.71657 -0.09311
C 0.15527 -0.48158 -0.35101
O 0.03980 -1.45170 0.52702
Br 2.84540 0.23992 -0.05749
H -1.87640 2.11842 0.91039
H 0.39023 -0.53661 -1.40448
H 0.04134 -2.29101 0.08126
*
```

Results
DFT total energy (eV): -75245.49190
Frontier orbital gap (eV): 7.0
Relative energy (zero: lowest compared OMol25 entry of this formula, charge and spin) (kcal per mole): 70.1
HOMO energy (eV): -8.9

***

# 3
This record from the OMol25 dataset describes an isolated ion of composition C7H9N2 and charge +1. The level of theory is wB97M-V/def2-TZVPD.

```
! RIJCOSX wB97M-V def2-TZVPD def2/J DEFGRID3
* xyz 1 1
C 0.65426 -1.96243 0.88904
C 1.09187 -0.70707 0.46405
C 2.46605 -0.33659 0.45254
C 2.68804 0.78362 -0.31447
C 1.38097 1.21826 -0.54139
N 0.40871 0.37725 -0.02986
C -0.89683 0.66249 -0.25951
N -1.86466 -0.06399 0.16474
C -3.28431 0.28017 -0.08030
H 1.40913 -2.64103 1.06029
H -0.35909 -2.39612 1.00237
H 3.36440 -1.02400 0.46769
H 3.68770 1.05401 -0.75688
H 1.23117 1.91376 -1.35799
H -1.06060 1.63824 -0.76782
H -3.99947 0.28766 0.76371
H -3.70511 -0.44351 -0.77569
H -3.21222 1.35929 -0.38053
*
```

Results
DFT total energy (eV): -10375.18501
SMILES string: C=C1C=CC=[N+]1/C=N/C
Frontier orbital gap (eV): 7.4
Relative energy (zero: lowest compared OMol25 entry of this formula, charge and spin) (kcal per mole): 77.0
HOMO energy (eV): -13.7

***

# 4
This record from the OMol25 dataset describes C3H4N2O as an isolated structure. The level of theory is wB97M-V/def2-TZVPD.

```
! RIJCOSX wB97M-V def2-TZVPD def2/J DEFGRID3
* xyz 0 1
O 2.18374 -0.05272 0.09088
C 0.80988 0.09325 0.10468
C -0.13864 -0.85280 0.50957
N -1.33547 -0.28145 0.24899
N -1.24993 0.94296 -0.29610
C 0.04507 1.19035 -0.38851
H 1.51141 -0.55315 -0.78842
H -0.04621 -1.85596 0.91636
H -2.24686 -0.69770 0.36599
H 0.40396 2.12028 -0.81924
*
```

Results
DFT total energy (eV): -8200.18698
Frontier orbital gap (eV): 9.6
Relative energy (zero: lowest compared OMol25 entry of this formula, charge and spin) (kcal per mole): 85.3
HOMO energy (eV): -8.9

***

# 5
This record from the OMol25 dataset describes the molecule C5H8N2. The level of theory is wB97M-V/def2-TZVPD.

```
! RIJCOSX wB97M-V def2-TZVPD def2/J DEFGRID3
* xyz 0 1
C -1.31522 -1.21774 0.00059
C 0.05313 -0.59351 -0.05318
C 1.32585 -1.16085 -0.02584
C 2.19871 -0.05519 0.01822
N 1.53752 1.09308 -0.04933
N 0.24719 0.75593 -0.04523
C -0.78310 1.73720 0.01943
H -1.17632 -2.31590 -0.03741
H -1.90476 -0.94580 0.87805
H -1.93108 -0.94929 -0.89121
H 1.59947 -2.19835 0.05739
H 3.26671 -0.08130 0.06161
H -0.29175 2.72406 0.11254
H -1.41232 1.47918 0.85207
H -1.41404 1.72845 -0.89769
*
```

Results
DFT total energy (eV): -8294.41628
SMILES string: Cc1ccnn1C
Frontier orbital gap (eV): 9.9
Relative energy (zero: lowest compared OMol25 entry of this formula, charge and spin) (kcal per mole): 13.4
HOMO energy (eV): -8.9

***

# 6
This record from the OMol25 dataset describes C32H48AsCl2N3O3SbTi as an isolated structure. The level of theory is wB97M-V/def2-TZVPD.

```
! RIJCOSX wB97M-V def2-TZVPD def2/J DEFGRID3
* xyz 1 1
Ti -1.23815 -2.15910 1.16974
O 4.82665 0.28277 3.71571
C 4.76475 -0.53416 2.79043
O 5.58489 -0.96481 1.97027
C 3.33354 -1.10635 2.56797
C 3.10213 -2.06471 1.59149
C 1.80358 -2.42541 1.31118
N 0.75702 -1.87281 1.94527
C 0.98018 -0.99900 2.94234
C 2.25448 -0.60149 3.28249
C -0.24474 -0.58199 3.65152
C -0.23372 0.22125 4.78134
C -1.42327 0.45337 5.44794
C -2.58911 -0.13588 4.98026
C -2.52446 -0.90350 3.83651
N -1.38339 -1.11210 3.17049
C 1.40646 -3.43293 0.31100
C 2.30358 -4.22691 -0.38631
C 1.81167 -5.15680 -1.28362
C 0.43922 -5.26769 -1.46504
C -0.39049 -4.43699 -0.74284
N 0.08078 -3.54163 0.13114
H 3.96440 -2.45592 1.06780
H 2.47778 0.11627 4.06131
H 0.69459 0.63980 5.14011
H -1.43703 1.07199 6.33491
H -3.53225 -0.00620 5.49016
H -3.40573 -1.38502 3.43439
H 3.36490 -4.11851 -0.21938
H 2.49136 -5.79235 -1.83456
H 0.01743 -5.98645 -2.15212
H -1.46637 -4.47700 -0.84541
Cl -3.10652 0.49784 0.97465
C -4.43653 -0.26153 0.09630
Cl -2.52643 -3.78770 2.01684
H -5.13719 0.52295 -0.17666
H -4.91281 -0.96014 0.78216
C 1.52191 0.27735 -3.21676
C 2.32820 0.86427 -2.05692
C 3.18948 -0.25643 -1.47132
C 3.23120 1.98124 -2.57096
Sb 0.89482 1.44466 -0.49076
C -0.50670 2.79660 -1.55050
C -1.23620 3.63944 -0.50405
C 0.12371 3.71379 -2.59394
C -1.54066 1.91927 -2.23868
C 2.01170 2.87534 0.75754
C 1.20377 3.03521 2.04777
C 3.35490 2.23853 1.10599
C 2.27145 4.24182 0.13085
H 2.20541 -0.18691 -3.93610
H 0.95259 1.03538 -3.75553
H 0.82867 -0.49995 -2.87568
H 3.91224 -0.58712 -2.22550
H 2.57460 -1.12077 -1.20597
H 3.75641 0.04345 -0.58927
H 3.85760 1.58883 -3.37989
H 3.90420 2.34949 -1.79855
H 2.67330 2.82794 -2.96940
H -0.58315 4.35972 -0.01573
H -1.69855 3.02470 0.27065
H -2.03596 4.20807 -0.99353
H 0.89300 4.35966 -2.17205
H -0.65243 4.36168 -3.01878
H 0.56385 3.15580 -3.42021
H -2.02554 1.25683 -1.51926
H -1.09309 1.31092 -3.02276
H -2.31004 2.54997 -2.70415
H 1.06793 2.07357 2.55006
H 0.21774 3.47266 1.87871
H 1.74661 3.69100 2.73648
H 3.24675 1.22327 1.47706
H 3.84258 2.80785 1.90281
H 4.03906 2.21549 0.25918
H 1.36132 4.80942 -0.05832
H 2.82790 4.16494 -0.80338
H 2.88103 4.83235 0.82323
C -5.77663 -0.70738 -2.49219
As -4.22988 -1.36185 -1.53184
C -2.90029 -1.43728 -2.92144
C -4.71041 -3.15132 -1.03720
O -1.98589 -1.86810 -0.27384
H -5.87335 -1.24876 -3.43215
H -5.63580 0.35226 -2.70555
H -6.68502 -0.83994 -1.90647
H -2.99008 -2.45268 -3.31048
H -1.90859 -1.26916 -2.53124
H -3.16170 -0.71642 -3.69159
H -5.24993 -3.59588 -1.87242
H -5.35187 -3.13409 -0.15794
H -3.81341 -3.71986 -0.80778
*
```

Results
DFT total energy (eV): -160109.54103
Frontier orbital gap (eV): 6.3
Relative energy (zero: lowest compared OMol25 entry of this formula, charge and spin) (kcal per mole): 23.8
HOMO energy (eV): -10.1

***

Per-record max |F|, eV/A: 5.459 2.038 5.453 3.938 1.353 1.056